[1]
Formula: C78H62FGeN6O6P3SSc
Source: OMol25
Level of theory: ωB97M-V/def2-TZVPD

Its spin multiplicity is 1. The value obtained for the LUMO energy is -0.0863 Ha. For the HOMO-LUMO gap, the calculation gives 6.30 eV. As for the net charge: +1. The total energy comes out at -8149.099547 hartree.

```
159
Properties=species:S:1:pos:R:3:lowdin_charge:R:1
Ge 1.8079 1.3070 2.7905 1.04
Sc 0.0315 0.1801 -0.6416 0.90
S 0.6800 2.3359 -2.5353 0.86
P -0.5665 -1.2589 2.2277 1.13
P 2.8191 1.1609 -0.3213 1.09
P -0.2550 2.8083 0.4403 1.02
F 2.6080 1.5893 4.4388 -0.32
O 1.0480 -0.3687 -7.0175 0.05
O -2.8473 -1.7469 -2.6340 0.13
O 0.0789 -2.1050 -8.1724 0.06
O -1.2277 -0.2083 -2.3702 -0.05
O -0.5549 -2.7146 -1.5142 -0.03
O 1.0583 3.1151 -1.2726 -0.82
N 2.1466 -4.1346 0.2117 -0.08
N -2.2383 -1.6135 -0.3033 0.03
N 1.1550 -2.1304 0.0371 0.08
N -1.0984 2.4585 -2.4738 -0.25
N 2.8014 -2.4264 1.6779 0.25
N -3.3433 0.9156 -0.8158 0.15
C -4.3252 -2.5725 -0.8616 -0.28
C 1.1682 -2.2602 4.2185 -0.09
C -1.8606 5.1054 -0.0506 -0.08
C -2.2147 -2.0890 2.1024 -0.30
C 5.8047 -0.1289 2.9088 -0.06
C 2.2981 5.8577 1.4241 -0.06
C -5.6234 -2.4558 -1.5857 0.01
C 4.0616 0.8134 0.9646 -0.39
C -3.3011 -1.4934 -1.3042 -0.28
C 2.9150 -0.4308 -1.2521 -0.41
C -5.2903 -0.0737 -1.8116 -0.13
C 5.2251 3.9581 -3.0665 -0.07
C -1.5939 3.6275 -1.9193 -0.37
C 3.9357 -1.3145 -1.1447 -0.10
C -3.3914 2.1485 2.9719 -0.07
C -1.1343 1.6257 5.7729 -0.06
C 0.0591 -0.9180 -6.2610 -0.18
C -3.6900 -3.9156 -1.0504 0.01
C -1.5159 -2.8891 -0.4932 -0.28
C -0.5234 -1.9822 -6.9686 -0.19
C 0.8710 -4.9094 3.4772 -0.08
C 6.2997 0.3174 1.6936 -0.05
C 2.0530 -2.8581 0.6481 -0.45
C 1.8504 -3.2541 4.8985 -0.07
C 0.1939 -3.9194 2.7919 -0.13
C -4.6954 -3.4102 1.5404 -0.03
C -3.3460 3.1792 3.8958 -0.08
C 2.8784 -2.8182 -2.6975 -0.05
C 4.1987 3.4792 -0.9518 -0.08
C -2.6881 -3.0700 2.8830 -0.07
C -1.8036 -1.0358 -3.0705 -0.35
C 1.2581 -4.3145 -0.9103 -0.02
C 4.9070 4.3372 -1.7712 -0.06
C -3.9885 -0.1367 -1.2905 -0.13
C -2.7348 5.8859 -0.7858 -0.07
C 4.8391 2.7143 -3.5364 -0.07
C -3.0199 -1.5707 0.9522 -0.22
C 2.9569 3.9488 2.7066 -0.10
C -0.8341 -0.1191 3.6342 -0.41
C 1.0819 -1.1062 -8.2237 -0.13
C -1.8744 -0.2841 4.5417 -0.08
C -2.2954 4.0815 3.8674 -0.08
C -1.4030 -1.3418 -4.4444 -0.11
C 3.0558 -5.1507 0.6594 -0.02
C 1.7176 -0.6969 -2.0761 -0.27
C 1.3137 5.1006 0.8140 -0.08
C 3.9799 -2.4280 -2.0482 -0.07
C -2.3915 -4.0544 -0.8568 0.05
C -3.9615 2.0916 -0.8489 -0.10
C -0.1001 1.7961 4.8720 -0.10
C -1.9786 -2.3957 -5.1526 0.01
C 0.0698 0.9195 3.8117 -0.27
C -1.3620 2.9700 1.9457 -0.35
C -1.5447 -2.7325 -6.4280 0.04
C 3.5762 0.4499 2.2183 -0.30
C -2.0164 0.5723 5.6150 -0.07
C 1.5496 -2.1863 -2.3965 -0.21
C 3.8005 2.2328 -1.4255 -0.36
C -2.3957 2.0480 2.0189 -0.14
C -3.0560 5.5375 -2.0890 -0.08
C -5.1826 2.2913 -1.4759 -0.01
C -0.3649 -0.5711 -5.0079 0.09
C 4.1206 1.8558 -2.7244 -0.09
C 5.4306 0.7648 0.7154 -0.08
C 0.3162 -2.5812 3.1652 -0.35
C 4.4482 -0.0490 3.1772 -0.11
C -2.4684 4.4284 -2.6571 -0.04
C -1.3092 3.9819 2.9010 -0.10
C 0.8134 -2.8539 -1.1796 -0.40
C -5.8634 1.1892 -1.9572 0.01
C 1.6984 -4.5813 4.5369 -0.08
C -3.9291 -3.7492 2.5775 -0.05
C 1.9448 3.1909 2.1301 -0.28
C -1.2850 3.9534 -0.5843 -0.28
C 3.1234 5.2814 2.3744 -0.07
C -4.3967 -2.2379 0.6693 -0.12
C 1.1150 3.7719 1.1738 -0.39
C -6.0381 -1.2889 -2.0741 -0.01
H 3.1889 -5.0938 1.7403 0.08
H -6.2114 -3.3541 -1.6926 0.12
H -3.2010 -0.5061 1.1450 0.12
H 2.5003 -2.9890 5.7180 0.11
H 0.7447 -5.9411 3.1849 0.11
H -1.2420 2.3111 6.5990 0.12
H 4.0289 -5.0584 0.1668 0.10
H -4.1999 -4.5823 3.2080 0.11
H 2.4133 6.8999 1.1656 0.11
H -5.5978 -3.9558 1.3090 0.12
H -1.4497 2.3034 -3.4141 0.08
H -2.5717 -1.0964 4.4129 0.09
H -5.1933 -1.4966 0.8081 0.17
H 2.2157 -5.3577 5.0775 0.11
H -5.5979 3.2842 -1.5516 0.11
H -0.9897 -3.0913 0.4492 0.11
H 4.9369 -2.8901 -2.2454 0.11
H -2.6928 4.1538 -3.6798 0.12
H 0.0744 0.2500 -4.4650 0.11
H 4.0685 -0.3304 4.1479 0.10
H -4.1204 3.2743 4.6427 0.11
H -2.2457 4.8686 4.6059 0.11
H 6.4787 -0.4981 3.6674 0.11
H 0.5981 2.6083 5.0082 0.11
H 2.9195 -3.5740 -3.4684 0.11
H -1.8831 -4.9925 -1.0167 0.12
H 3.9545 3.7671 0.0606 0.10
H 2.0677 -1.5823 -8.3444 0.15
H 0.4106 -4.9575 -0.6389 0.13
H 5.2110 5.3059 -1.4014 0.11
H 5.0945 2.4086 -4.5407 0.11
H -4.1979 1.4279 3.0015 0.11
H 1.7775 -4.7488 -1.7655 0.13
H 5.8113 1.0943 -0.2406 0.12
H 3.8922 5.8631 2.8609 0.11
H -2.7694 -2.9606 -4.6870 0.12
H 0.6927 5.5422 0.0495 0.11
H 3.5993 3.4929 3.4460 0.10
H 1.2953 -1.2291 4.5222 0.10
H -4.3176 -4.7474 -1.3280 0.13
H 3.8306 0.8853 -3.0991 0.10
H -3.7498 6.1333 -2.6638 0.11
H 0.8806 -2.3271 -3.2527 0.13
H -2.1318 -3.4161 3.7428 0.12
H 0.8948 -0.4358 -9.0762 0.15
H -3.4569 2.9011 -0.3456 0.10
H -1.9743 -3.5531 -6.9752 0.13
H 4.7734 -1.1522 -0.4844 0.09
H 5.7750 4.6314 -3.7069 0.10
H -0.4534 -4.2099 1.9765 0.10
H -0.4969 4.6965 2.8988 0.11
H -2.3923 1.2465 1.2806 0.05
H 1.7372 -0.1015 -2.9996 0.06
H -1.6448 5.3841 0.9700 0.10
H 3.6056 -2.9735 1.9290 0.12
H 2.8872 -1.4242 1.7976 0.05
H -2.8138 0.4154 6.3247 0.11
H -3.1824 6.7588 -0.3352 0.11
H 7.3631 0.3100 1.5080 0.11
H -6.9729 -1.1978 -2.6057 0.12
H -6.8424 1.2878 -2.4037 0.12
H 2.6297 -6.1224 0.4158 0.10
```



[2]
Formula: C79H174N9O17P3
Source: OMol25
Level of theory: ωB97M-V/def2-TZVPD

Its spin multiplicity is 1. The value obtained for the LUMO energy is -0.3070 Ha. For the HOMO-LUMO gap, the calculation gives 5.31 eV. As for the net charge: +6. The total energy comes out at -5908.579020 hartree.

```
282
Properties=species:S:1:pos:R:3:lowdin_charge:R:1
P -17.5456 5.7671 32.9332 1.01
P -3.1152 -5.1721 31.2454 1.03
P -15.1143 -9.4128 29.9869 1.04
O -9.9447 0.2375 38.1115 -0.17
O -8.8952 -3.5757 33.3912 0.17
O -9.2195 0.6010 40.4520 0.02
O -15.9781 -1.7483 41.6002 0.17
O -14.8576 1.3059 34.7669 -0.04
O -13.1356 -5.2978 37.1264 0.14
O -15.4281 -1.5288 36.4135 0.02
O -15.5164 -10.6653 41.0897 0.24
O -11.2312 -0.4690 39.6313 -0.09
O -7.2401 -4.8670 34.4280 0.12
O -16.9733 -0.9316 37.9224 0.17
O -16.2340 -2.7041 39.7038 0.09
O -10.6307 -2.6373 36.3479 -0.01
O -13.6387 -1.1662 44.8506 0.08
O -16.8466 0.1572 36.1978 0.21
O -8.2539 -5.4354 32.5603 0.11
O -17.5189 -3.3670 41.3296 0.21
N -8.8331 -2.5768 37.7205 0.04
N -28.3976 -4.4134 42.1271 -0.09
N -28.4502 -2.7048 43.3708 -0.05
N -2.7455 4.0116 42.6956 -0.02
N -2.9061 5.9202 43.7118 -0.07
N -13.7228 -3.2601 38.1575 0.07
N -12.7516 1.8911 35.4189 0.03
N -15.9383 -1.2351 44.8514 -0.02
N -13.6370 -11.6821 42.0575 0.10
C -8.0568 -4.5997 33.6081 -0.64
C -2.4210 2.9398 41.6779 -0.13
C 0.2911 -8.1295 31.2042 -0.12
C -15.5065 -11.1456 29.5497 -0.26
C -0.3439 -5.6147 31.3532 -0.19
C -17.0025 1.1787 30.1420 -0.09
C -27.8530 -3.8988 43.2159 0.01
C -15.6373 -11.4849 28.0212 -0.21
C -3.3993 3.8157 43.9317 0.04
C -1.2655 3.3754 40.8040 -0.08
C -29.3486 -2.4482 42.4269 0.00
C -13.5266 -4.2228 36.8898 -0.37
C -13.7272 -3.5446 35.5619 0.05
C -28.2235 -5.7517 41.5642 0.02
C -16.4714 -8.1672 29.5105 -0.24
C -16.3456 -0.7889 36.8071 -0.72
C -2.6301 -3.8301 32.4351 -0.26
C -14.7204 0.5822 43.6469 0.00
C 0.0189 -6.9689 32.0731 -0.25
C -4.2703 -1.3604 35.0232 -0.10
C -16.9843 3.9979 36.5838 -0.23
C -29.2841 -3.4994 41.5554 0.03
C -13.6301 1.3187 34.5190 -0.48
C -9.9303 -4.7121 37.1841 0.00
C -11.3132 1.9493 35.5475 -0.05
C -17.5253 -5.2825 30.7826 -0.10
C -16.5679 -2.6426 40.8463 -0.67
C -16.2930 7.0439 33.1338 -0.24
C -4.8709 -8.7774 32.3939 -0.22
C -28.0436 -1.8475 44.5287 -0.14
C -6.2573 -8.3193 32.9246 -0.10
C -12.6066 -3.1388 39.1253 -0.02
C -14.6961 -0.6633 44.5258 -0.54
C -4.8778 -2.4744 28.4975 -0.25
C -27.7438 -0.4348 44.1853 -0.07
C -14.6253 -9.3120 31.7712 -0.27
C -15.5279 -13.0051 27.9243 -0.27
C -13.8344 7.6741 33.4240 -0.24
C -21.9138 4.4073 31.4925 -0.13
C -15.5703 -13.6591 26.5245 -0.08
C -4.4237 -1.2391 27.6725 -0.08
C -11.8707 -8.2620 33.3089 -0.10
C -17.3032 4.9287 31.3531 -0.23
C -4.3017 -4.3737 30.1191 -0.26
C -13.7693 -9.1041 41.7736 0.03
C -3.2252 -1.9489 34.0326 -0.26
C -12.3933 7.1075 33.4894 -0.10
C -2.5953 5.3163 42.5442 -0.02
C -9.8525 -3.2186 37.1164 -0.55
C -3.8284 -6.4998 32.2435 -0.27
C -14.8162 6.4862 33.4346 -0.22
C -12.5602 -10.0349 28.9183 -0.19
C -7.7038 -3.1974 38.3595 -0.08
C -13.3652 -8.1859 33.7168 -0.20
C -3.7533 -2.9656 33.0582 -0.26
C -17.4534 3.4028 31.4393 -0.22
C -14.5081 -10.4129 41.5627 -0.39
C -20.2749 5.6197 32.9334 -0.28
C -14.2277 -7.9926 32.3989 -0.24
C -12.1447 -9.5525 26.4299 -0.09
C -13.1079 0.7368 33.2604 0.01
C -10.1209 0.1085 39.4220 -0.65
C -17.4765 4.5656 34.2383 -0.30
C -1.5875 -5.7125 30.3953 -0.23
C -19.1965 6.5911 33.1004 -0.28
C -13.6607 -8.9591 29.0639 -0.32
C -3.5044 5.0418 44.5211 -0.02
C -2.9082 7.3960 44.0294 0.07
C -11.5453 -9.5510 27.8012 -0.23
C -13.2435 -11.5263 43.5933 0.05
C -15.8961 -6.7905 29.5538 -0.29
C -16.0377 -2.3389 45.8633 -0.06
C -17.0897 2.6952 30.0863 -0.24
C -21.0091 5.5956 31.5670 -0.26
C -4.2314 -7.7204 31.4661 -0.26
C -3.7838 -3.0973 29.3613 -0.23
C -16.9460 -5.6626 29.3947 -0.22
C -15.4948 3.6580 36.6816 -0.11
C -17.3370 5.1266 35.6180 -0.23
H -16.3958 -4.8104 28.9603 0.11
H 0.8621 -6.7711 32.6539 0.09
H -14.6268 -3.5663 38.6258 0.15
H -18.3607 -4.5608 30.5591 0.09
H -17.7924 -3.2523 42.2601 0.16
H -10.6431 -10.0281 27.8915 0.08
H -6.9014 -8.1211 32.0622 0.07
H -12.6342 -3.2877 35.4015 0.11
H -27.1508 -2.2163 44.9475 0.11
H -13.9526 8.3167 34.3492 0.13
H -3.2265 2.8120 40.9860 0.12
H -7.7774 -3.6358 39.3835 0.10
H -14.0519 8.2687 32.5572 0.10
H -0.4317 -4.8076 32.0392 0.07
H -5.2092 -4.0865 30.6412 0.09
H -20.9935 5.8393 33.7715 0.15
H -14.1353 0.3792 42.7897 0.07
H -17.5070 3.0750 36.3678 0.11
H -1.7797 -6.7646 30.0941 0.09
H -17.0340 -2.3628 46.1773 0.05
H -12.0789 -10.1453 29.9381 0.12
H -0.5572 -8.6937 30.7949 0.07
H -15.3090 -6.5901 30.4315 0.08
H -13.9105 -4.3391 34.9027 0.07
H -13.9758 -2.2730 37.7602 0.18
H -12.7489 -11.8736 41.5030 0.21
H -8.8682 -3.0076 34.1523 0.11
H -3.9112 5.2919 45.4378 0.13
H -12.9868 -2.5492 39.9349 0.08
H -4.3920 -2.5539 32.2764 0.10
H -29.8565 -3.6991 40.6175 0.16
H -15.1451 -6.8779 28.7400 0.11
H -29.0493 -6.3985 41.8582 0.11
H -4.5062 -0.2760 28.2126 0.08
H -11.3777 -8.4841 27.9893 0.11
H -11.1543 1.5954 36.6100 0.09
H -2.2848 2.0263 42.2451 0.13
H -12.6694 -9.1026 41.8284 0.10
H -14.8652 6.1275 34.4277 0.08
H -14.4605 5.7861 32.7291 0.09
H -10.4527 -5.1007 38.0803 0.09
H -14.7322 -11.7502 30.0253 0.09
H -12.9581 -11.0236 28.6182 0.10
H -8.7727 -1.5863 37.5891 0.10
H 0.4865 -5.4130 30.6698 0.12
H -15.4804 -2.1300 46.7763 0.09
H -17.2728 -8.2452 30.2386 0.09
H 0.9062 -7.9025 30.3322 0.09
H -13.2695 -8.0339 29.4678 0.09
H -2.1590 7.5460 44.7418 0.08
H -12.0409 0.7502 33.2779 0.05
H -16.3166 0.4389 35.4175 0.11
H -29.7652 -1.4688 42.3855 0.14
H -14.0748 -11.0350 44.1043 0.11
H -16.8977 2.9889 32.2448 0.07
H -3.5902 2.8305 44.2506 0.12
H -7.2963 -4.0316 37.6897 0.09
H -4.5665 -5.1676 29.4193 0.10
H -11.8537 -2.4503 38.6782 0.08
H -3.0057 -3.3959 28.6735 0.10
H -2.9942 -6.7497 32.9147 0.10
H -7.6876 -6.2005 32.5843 0.06
H -15.5261 -14.7880 26.7001 0.10
H -12.2214 -4.1010 39.5008 0.10
H -27.4496 0.0912 45.0739 0.09
H -16.6352 -1.6412 38.5411 0.09
H -16.0849 -1.7143 42.6091 0.14
H -5.2449 -3.1977 27.7980 0.10
H -16.8272 -4.8326 31.4183 0.04
H -6.9155 -2.4414 38.3005 0.09
H 0.8252 -8.8949 31.7546 0.08
H -4.9865 -7.4862 30.7123 0.11
H -27.3159 -6.2284 41.9936 0.11
H -28.5180 0.1478 43.8022 0.06
H -5.0724 -9.7607 31.8996 0.13
H -10.8907 1.1963 34.8935 0.07
H -12.1545 6.3490 32.7694 0.06
H -14.1423 -8.7181 28.1209 0.08
H -15.6686 1.0269 43.3867 0.07
H -1.9492 -3.2378 31.8377 0.10
H -4.4764 -3.6090 33.5665 0.10
H -2.4521 -2.4679 34.6431 0.12
H -17.9609 0.7839 30.4191 0.07
H -14.6481 -13.3162 28.4477 0.09
H -18.0051 -6.1213 31.3076 0.07
H -16.5730 3.9743 34.0217 0.10
H -12.3826 -10.8800 43.6222 0.08
H -8.9758 -5.1961 37.0908 0.06
H -17.2867 4.2540 37.5424 0.09
H -16.2016 3.1519 29.6932 0.10
H -3.4500 -2.3378 30.0528 0.10
H -17.8973 2.8519 29.4331 0.09
H -5.2564 -1.0920 34.6378 0.06
H -28.1060 -5.6859 40.5061 0.09
H -4.7048 -6.0496 32.7331 0.10
H -15.1054 3.4568 35.6874 0.03
H -16.5855 -11.2276 27.6707 0.09
H -15.0808 -7.3679 32.5097 0.09
H -13.5375 -7.3104 34.3416 0.09
H -6.3328 -7.4727 33.5977 0.05
H -3.9008 -0.4917 35.6774 0.10
H -22.4252 4.2758 30.5527 0.08
H -16.8141 -0.6946 44.7674 0.14
H -13.7814 -9.9976 31.8117 0.09
H -19.3679 7.5295 32.5559 0.12
H -16.5099 -13.4296 25.9946 0.08
H -21.5904 6.5218 31.4682 0.12
H -2.1431 5.7805 41.6545 0.18
H -3.8658 7.6999 44.4572 0.11
H -11.6909 -8.9391 32.4590 0.06
H -1.6546 4.0699 40.0698 0.08
H -2.6188 -1.2320 33.5195 0.10
H -12.2609 6.6221 34.4504 0.07
H -18.4403 2.9833 31.7322 0.12
H -14.2315 -12.4621 42.0396 0.13
H -16.3955 -11.3415 30.1518 0.10
H -26.9755 -0.2975 43.4257 0.10
H -0.8080 -7.2838 32.7248 0.10
H -14.1904 1.3371 44.2554 0.10
H -13.6312 -7.4270 31.6356 0.10
H -14.8659 4.5036 37.1166 0.10
H -10.8506 2.9319 35.4445 0.09
H -14.8956 -10.9335 27.4507 0.09
H -6.6253 -9.1637 33.5309 0.09
H -0.4352 3.8623 41.3613 0.10
H -19.1609 6.9978 34.1511 0.11
H -21.4328 3.4916 31.7123 0.05
H -19.8488 4.6069 33.1065 0.09
H -2.6907 7.9044 43.0991 0.10
H -12.8117 -8.7314 26.3645 0.06
H -3.3702 -1.2145 27.3959 0.07
H -13.6494 -9.0259 34.2876 0.09
H -8.7997 1.3917 40.1253 0.07
H -4.5421 -2.2504 35.6340 0.07
H -17.7713 -5.8520 28.7079 0.11
H -14.2936 -2.6565 35.6180 0.03
H -16.6022 5.9210 35.7412 0.11
H -15.7482 -3.3275 45.4468 0.09
H -16.2811 0.8015 30.8371 0.06
H -13.5579 -0.2815 33.1255 0.11
H -14.7417 -13.4158 25.8687 0.07
H -5.6271 -2.1437 29.1674 0.09
H -11.6057 -7.3012 32.8280 0.07
H -14.1492 -8.8159 42.7917 0.12
H -5.0552 -1.2208 26.7897 0.07
H -15.2877 2.8218 37.3696 0.08
H -0.7404 2.4972 40.3888 0.10
H -12.6137 -10.5078 26.1800 0.09
H -11.6337 7.8615 33.3235 0.08
H -27.0904 -4.2293 43.8638 0.16
H -22.7092 4.4854 32.3013 0.11
H -3.3910 -8.0477 30.8184 0.11
H -15.4688 -9.8005 32.3147 0.11
H -16.3890 7.6459 32.2580 0.09
H -20.3718 5.5163 30.6455 0.12
H -28.8197 -1.9236 45.2980 0.15
H -13.4494 1.4022 32.4248 0.11
H -13.2438 2.4658 36.0808 0.11
H -18.2949 5.5488 35.8889 0.11
H -16.3467 5.2577 30.9747 0.10
H -14.1655 -8.3290 41.1090 0.10
H -16.7873 0.8991 29.1311 0.07
H -10.5605 -5.0334 36.3615 0.07
H -1.4554 -5.0803 29.4695 0.11
H -18.2971 3.8863 34.2989 0.10
H -11.1195 -8.3769 34.0790 0.07
H -2.1601 -4.3053 33.2962 0.10
H -16.9847 -8.4327 28.5207 0.14
H -4.1505 -8.8209 33.2159 0.11
H -11.4264 -9.2268 25.7298 0.07
H -12.9520 -12.5549 43.9176 0.12
H -16.5230 7.6926 34.0325 0.13
H -18.0056 5.4734 30.7279 0.09
H -16.2726 -13.3542 28.6098 0.10
```